91
Properties=species:S:1:pos:R:3:forces:R:3:lowdin_charge:R:1 method="wB97M-V/def2-TZVPD" gap_ev="7.7 / 6.3" spin_multiplicity=5 homo_energy_ha="-0.36001 / -0.38564" charge=+1
Ir -0.1991 -0.1592 -0.4239 -0.069 0.384 -0.137 1.1760
C 1.9460 5.4444 0.0652 -0.112 0.001 -0.003 -0.0797
C 3.4391 5.1350 0.0462 0.023 -0.058 -0.019 -0.5589
C 4.0794 5.7909 1.2779 0.017 0.019 0.009 -0.0428
C 4.0445 5.7377 -1.2315 0.013 -0.013 -0.003 -0.0397
C 3.7098 3.6290 0.0711 -0.004 0.011 0.003 -0.1548
C 5.0500 3.1924 0.0908 0.001 0.016 -0.002 -0.0243
C 5.3901 1.8602 0.1042 0.017 0.011 -0.001 -0.0637
C 4.3592 0.9260 0.0920 0.059 -0.028 -0.019 -0.4592
S 4.4683 -0.8008 0.0774 0.085 -0.087 0.008 1.1517
C 2.7478 -0.8975 0.0560 -0.043 -0.153 -0.009 -0.5477
N 2.1300 0.2454 0.0628 0.087 0.391 0.025 -0.0170
C 3.0242 1.3225 0.0726 -0.148 -0.126 0.032 -0.2749
C 2.6969 2.6831 0.0677 -0.067 0.001 -0.002 0.0402
C 2.0053 -2.1645 0.0035 0.155 0.058 -0.004 -0.2667
C 2.6440 -3.3814 0.2248 0.041 -0.035 0.031 -0.0483
C 1.9180 -4.5606 0.2009 0.005 0.018 0.021 -0.0665
C 0.5499 -4.5110 -0.0328 0.007 0.036 -0.020 -0.0742
C -0.0786 -3.2920 -0.2619 0.033 -0.129 -0.007 -0.1423
C 0.6298 -2.0908 -0.2624 -0.088 0.245 -0.010 -0.2573
H 1.8032 6.5270 0.0283 -0.012 -0.046 0.005 0.0905
H 1.4774 5.0714 0.9797 -0.013 0.010 -0.021 0.0813
H 1.4239 5.0014 -0.7873 0.021 0.030 0.024 0.0844
H 3.8764 6.8647 1.2762 0.010 -0.037 -0.001 0.0888
H 5.1624 5.6585 1.2946 -0.037 0.004 0.000 0.0784
H 3.6732 5.3667 2.1992 0.008 0.014 -0.024 0.0921
H 3.8077 6.8029 -1.2911 0.020 -0.040 0.012 0.0880
H 3.6428 5.2468 -2.1210 0.001 0.025 0.027 0.0932
H 5.1314 5.6373 -1.2518 -0.044 -0.015 -0.001 0.0806
H 5.8469 3.9253 0.0934 -0.029 -0.015 -0.002 0.1133
H 6.4271 1.5518 0.1191 -0.015 -0.002 -0.002 0.1154
H 1.6521 2.9714 0.0515 0.046 -0.024 0.000 0.0703
H 3.7085 -3.4089 0.4354 -0.049 -0.008 -0.020 0.0972
H 2.4111 -5.5078 0.3793 -0.016 0.040 -0.013 0.1103
H -0.0318 -5.4256 -0.0340 0.018 0.023 -0.003 0.1081
H -1.1499 -3.2878 -0.4132 -0.023 -0.005 -0.058 0.0745
N -1.7549 1.1524 0.5245 -0.177 0.025 -0.385 -0.3404
P -3.0293 0.8957 1.4847 0.187 0.036 0.123 0.9445
C -4.5902 0.4372 0.7166 -0.106 0.005 -0.019 -0.2958
C -4.7213 0.3221 -0.6617 0.035 -0.050 -0.006 -0.1266
C -5.9383 -0.0571 -1.2100 -0.022 -0.020 -0.009 -0.0668
C -7.0200 -0.3328 -0.3852 0.028 0.016 -0.010 -0.0619
C -6.8883 -0.2366 0.9951 0.037 -0.004 0.001 -0.0613
C -5.6754 0.1436 1.5462 -0.016 -0.013 -0.048 -0.0768
C -2.6391 -0.4855 2.5750 0.010 -0.013 0.128 -0.2703
C -3.0145 -0.4473 3.9188 0.086 0.004 -0.040 -0.0804
C -2.7711 -1.5387 4.7408 0.040 0.000 0.003 -0.0606
C -2.1488 -2.6704 4.2332 -0.019 -0.013 0.006 -0.0585
C -1.7909 -2.7241 2.8924 -0.028 0.063 0.029 -0.0520
C -2.0496 -1.6430 2.0652 -0.037 0.048 -0.062 -0.0795
C -3.3233 2.3388 2.5308 0.079 -0.075 0.088 -0.3044
C -4.4604 3.1323 2.4403 -0.032 0.033 -0.093 -0.0741
C -4.5836 4.2629 3.2396 0.003 -0.005 -0.022 -0.0627
C -3.5708 4.6046 4.1227 0.001 -0.020 0.013 -0.0630
C -2.4282 3.8153 4.2169 -0.006 -0.007 -0.033 -0.0611
C -2.3056 2.6851 3.4257 -0.031 0.043 -0.007 -0.1048
H -3.8701 0.5090 -1.3035 -0.062 -0.053 0.023 0.0591
H -6.0422 -0.1346 -2.2852 0.000 0.004 0.019 0.1127
H -7.9678 -0.6275 -0.8172 0.013 0.005 0.006 0.1109
H -7.7274 -0.4632 1.6402 0.022 0.012 -0.016 0.1114
H -5.5748 0.2012 2.6241 0.006 0.024 -0.004 0.1118
H -3.4815 0.4369 4.3333 -0.009 -0.014 0.003 0.1050
H -3.0564 -1.4975 5.7841 -0.004 0.000 -0.024 0.1117
H -1.9485 -3.5142 4.8822 -0.011 0.035 -0.027 0.1122
H -1.3130 -3.6064 2.4853 0.000 0.026 0.004 0.1060
H -1.8083 -1.7204 1.0131 -0.063 0.056 0.003 0.0400
H -5.2401 2.8854 1.7309 -0.010 -0.026 0.020 0.1093
H -5.4704 4.8800 3.1651 0.028 -0.030 0.001 0.1129
H -3.6706 5.4856 4.7440 0.008 -0.016 -0.015 0.1121
H -1.6396 4.0791 4.9102 -0.020 -0.011 -0.016 0.1124
H -1.4229 2.0592 3.5070 0.011 0.017 -0.002 0.1191
C -3.4213 -2.9802 -2.5352 -0.052 0.015 -0.014 0.0269
C -2.2980 -1.9963 -2.3835 0.208 0.184 -0.033 -0.5714
N -1.4166 -1.8922 -3.3863 -0.034 -0.060 -0.003 0.2063
O -2.1844 -1.3178 -1.3565 -0.317 -0.188 0.087 -0.1360
H -3.5607 -3.3077 -3.5644 0.004 0.001 0.035 0.0867
H -4.3384 -2.5292 -2.1586 0.022 -0.002 -0.009 0.0811
H -3.2022 -3.8502 -1.9126 0.008 0.017 -0.023 0.0955
H -1.4873 -2.4550 -4.2147 -0.001 -0.012 0.001 0.1165
H -0.6164 -1.2909 -3.2677 0.003 0.022 0.017 0.0952
S -0.5083 1.7594 -1.7093 0.216 -0.445 0.154 0.5823
C -1.6166 2.3376 -0.3119 -0.039 -0.018 0.231 -1.1397
N -0.9837 3.4417 0.3737 0.014 -0.010 -0.082 -0.0667
C -1.7132 4.7076 0.3263 0.012 -0.108 -0.034 -0.2538
C -2.4714 4.6933 -0.9865 -0.018 -0.013 -0.016 -0.4212
S -3.1444 3.0200 -1.0881 0.087 0.006 0.158 0.9160
H -0.7304 3.1568 1.3080 0.018 -0.027 0.043 0.1010
H -1.0155 5.5437 0.3594 0.065 0.025 -0.002 0.1086
H -2.4136 4.8037 1.1611 -0.043 -0.005 0.046 0.1009
H -1.8150 4.8792 -1.8364 0.006 0.012 0.004 0.0805
H -3.2945 5.4044 -1.0007 0.005 0.006 -0.009 0.0851